Below is 2 unconnected molecules or ions with the total composition C4H14NOS2, with properties calculated with ωB97M-V/def2-TZVPD.

```
22
Properties=species:S:1:pos:R:3:lowdin_charge:R:1
N 1.21964 -0.38506 -0.59110 0.211
C -0.11478 -0.30219 -1.32920 -0.383
C -0.10737 -1.24764 -2.49763 -0.039
C -1.22818 -0.47833 -0.31054 -0.530
S -2.31252 0.91266 -0.02756 0.536
S -1.18106 2.49953 0.30493 0.450
C -0.53117 2.46091 2.01260 -0.406
H 1.86641 -1.09860 -0.92864 0.165
H 1.72980 0.47787 -0.69202 0.161
H 1.16479 -0.55347 0.43427 0.086
H -0.17934 0.72135 -1.66473 0.103
H -0.55423 -2.23939 -2.42207 0.096
H 0.88555 -1.38963 -2.94091 0.090
H -0.59613 -0.78201 -3.36172 0.103
H -1.85565 -1.29520 -0.68239 0.087
H -0.92551 -0.95971 0.60894 0.063
H -0.05847 1.50520 2.18007 0.007
H -1.31904 2.71243 2.72521 0.045
H 0.12205 3.31369 2.02222 0.026
H 0.66054 -1.68246 2.38290 0.072
H 2.02070 -1.15689 2.70138 0.089
O 1.29396 -1.03306 2.07600 -0.031
```

HOMO-LUMO gap ... 9.0 eV
Total charge ... +1
Largest force on an atom ... 1.88 eV/A
Energy relative to the best compared isomer or geometry (same formula, charge and spin) ... 11.4 kcal/mol
LUMO energy ... -3.19 eV


Below is a molecular structure, C34H48BaF24IN8O17S8, with properties calculated with ωB97M-V/def2-TZVPD.

```
141
Properties=species:S:1:pos:R:3:lowdin_charge:R:1
Ba 1.72650 -0.70007 -2.20975 1.677
I 0.38011 0.20416 0.87470 -0.141
C -0.64826 4.66835 3.33144 -0.060
C 0.53943 3.79236 3.89620 -0.217
C 1.72941 3.66066 2.98289 -0.126
N 3.05682 2.93522 3.50834 -0.184
C 3.67825 3.75944 4.60074 -0.124
C 5.18253 3.43428 4.85775 -0.159
C 6.03296 3.38655 3.57748 -0.144
C 5.39417 2.38023 2.51785 -0.152
C 3.96405 2.77832 2.23564 -0.106
C 2.72135 1.49830 4.04796 0.012
H -0.32641 5.66396 3.02602 0.076
H -1.46033 4.83193 4.03987 0.071
H -1.13062 4.20700 2.46971 0.053
H 0.18343 2.78233 4.09915 0.087
H 0.93386 4.05297 4.87834 0.102
H 2.13536 4.62425 2.67502 0.128
H 1.47470 3.26441 1.99993 0.100
H 3.54149 4.82866 4.43898 0.136
H 3.10428 3.49260 5.48812 0.118
H 5.47703 4.24902 5.51923 0.115
H 5.24058 2.53819 5.47561 0.110
H 6.08492 4.38187 3.13619 0.118
H 7.02282 3.04044 3.87495 0.116
H 5.98680 2.45917 1.60644 0.111
H 5.55242 1.37333 2.90413 0.114
H 4.09810 3.79100 1.85539 0.139
H 3.50026 2.11429 1.50621 0.105
H 1.97556 1.46845 4.84232 0.083
H 3.55975 0.85554 4.31634 0.103
H 2.33254 0.91375 3.21415 0.022
C -3.66329 4.88716 -2.23199 0.014
N -3.68827 3.60323 -1.62500 -0.125
C -2.98310 3.27339 -0.55644 0.039
C -3.25347 2.04832 0.16098 0.056
C -4.35226 1.25345 -0.18396 -0.111
C -5.09152 1.63485 -1.38679 0.105
C -4.68802 2.81900 -2.09860 0.036
C -4.76152 0.09223 0.66825 -0.115
C -3.87579 -1.02333 0.81934 0.051
C -4.29501 -2.12380 1.49687 -0.006
N -5.55534 -2.21250 2.02803 -0.091
C -6.40790 -1.13259 1.98058 0.050
C -5.95696 0.09370 1.37081 0.061
C -5.97023 -3.48410 2.75116 0.069
H -3.60429 4.83764 -3.31926 0.132
H -2.99881 5.62426 -1.78116 0.118
H -4.62435 5.26354 -1.88155 0.118
H -2.21852 4.00371 -0.33631 0.148
H -2.64761 1.78985 1.01685 0.079
H -5.94055 1.04065 -1.69091 0.129
H -5.35265 3.22465 -2.84702 0.152
H -2.89460 -1.00145 0.36859 0.101
H -3.71755 -3.02537 1.63872 0.141
H -7.40455 -1.28454 2.36789 0.140
H -6.70703 0.86774 1.30250 0.130
H -5.58561 -3.07100 3.68364 0.102
H -5.62630 -4.43547 2.34534 0.118
H -7.05607 -3.38958 2.74038 0.098
C -2.23105 -1.03675 4.55423 0.010
N -1.22229 -2.14155 4.91381 -0.304
C -1.21092 -3.12775 3.65541 0.062
C 0.15097 -1.44479 5.03207 0.015
C -1.62804 -2.89017 6.17336 -0.104
C -1.54695 -2.12706 7.45597 -0.188
O -2.65407 -1.17197 7.73239 -0.077
H -3.23822 -1.45331 4.54032 0.093
H -1.87886 -0.63041 3.60610 0.077
H -2.25187 -0.33193 5.38544 0.095
H -2.20667 -3.56973 3.69050 0.086
H -0.54721 -3.90230 4.03969 0.105
H -0.92917 -2.73561 2.67820 0.092
H 0.00441 -0.57510 5.67258 0.094
H 0.55339 -1.09371 4.08185 0.065
H 0.91087 -2.08017 5.48696 0.115
H -0.98427 -3.76375 6.27590 0.149
H -2.67176 -3.14263 5.98626 0.140
H -0.61169 -1.72257 7.84297 0.131
H -1.78104 -2.90329 8.18451 0.128
H -2.47034 -0.55335 8.44313 0.090
C 1.39250 -4.17918 -0.45487 -0.674
F 1.29750 -4.20039 0.88169 0.107
F 1.00803 -5.38551 -0.79693 0.172
F 0.62845 -3.22925 -0.95008 0.065
S 3.22141 -3.93379 -0.95686 0.668
O 3.74226 -3.19803 0.12349 -0.276
O 3.77580 -5.29345 -1.16906 -0.266
N 3.02345 -2.95979 -2.34947 -0.514
S 4.03094 -3.60573 -3.25330 0.555
O 5.41964 -3.67902 -2.76649 -0.295
O 3.55130 -4.85561 -3.93604 -0.307
C 4.22784 -2.32339 -4.61544 -0.707
F 4.87451 -2.80022 -5.62753 0.216
F 3.00945 -1.75399 -4.91256 0.066
F 4.91581 -1.37561 -4.09701 0.156
C -1.20599 -3.83372 -5.85450 -0.593
F -1.45566 -2.90468 -6.81998 0.106
F -1.83185 -4.98329 -5.95998 0.172
F 0.10574 -4.12047 -6.11163 0.114
S -1.31906 -3.16267 -4.06848 0.795
O -1.31018 -4.38863 -3.17497 -0.330
O -0.16502 -2.29224 -3.73183 -0.432
N -2.83244 -2.24489 -4.19163 -0.270
S -3.49799 -2.37680 -2.82285 0.522
O -2.58747 -2.55223 -1.68928 -0.364
O -4.37476 -1.25351 -2.55431 -0.345
C -4.58129 -4.07030 -2.99833 -0.586
F -5.72369 -3.88286 -3.63149 0.143
F -3.85056 -4.92898 -3.75914 0.092
F -4.82094 -4.63709 -1.79768 0.098
C 4.28120 2.17321 -5.01109 -0.630
F 3.40335 1.50636 -5.80486 0.124
F 5.39624 1.47930 -5.05432 0.161
F 4.58944 3.32085 -5.62647 0.149
S 3.56346 2.46135 -3.29323 0.705
O 4.34597 3.63132 -2.90863 -0.283
O 2.11826 2.59429 -3.39964 -0.319
N 3.79504 0.94809 -2.38896 -0.492
S 5.04257 1.35100 -1.52288 0.580
O 6.33798 1.30294 -2.18466 -0.277
O 4.91225 2.49990 -0.58406 -0.344
C 5.20984 -0.22425 -0.36507 -0.654
F 5.20561 -1.28651 -1.10596 0.147
F 6.41512 -0.12714 0.19852 0.141
F 4.24542 -0.29477 0.58699 0.070
C -1.33206 1.11422 -3.67025 -0.549
F -1.52210 2.33712 -3.23202 0.124
F -2.62637 0.62959 -3.92117 0.052
F -0.68300 0.38732 -2.70340 -0.092
S -0.25847 1.13723 -5.27190 0.554
O 0.90929 0.32833 -4.83902 -0.455
O -0.02440 2.55531 -5.45426 -0.283
N -1.12817 0.35725 -6.26133 -0.286
S -0.04803 0.06810 -7.55671 0.711
O 0.65066 -1.24870 -7.42280 -0.314
O 0.91251 1.12675 -7.78248 -0.291
C -1.32176 -0.08917 -9.00748 -0.643
F -1.67878 -1.32606 -9.21361 0.178
F -0.77840 0.36096 -10.15814 0.115
F -2.27774 0.82475 -8.81461 0.119
```

HOMO-LUMO gap ... 4.6 eV
Total charge ... +1
Largest force on an atom ... 10.64 eV/A
LUMO energy ... -5.18 eV


Below is a molecular structure, C9H16F9N2NaO2PS, with properties calculated with ωB97M-V/def2-TZVPD.

```
41
Properties=species:S:1:pos:R:3:lowdin_charge:R:1
C 2.04001 -1.88916 2.00584 0.075
C 2.64785 -1.20732 0.97524 -0.212
C 1.94359 -0.00372 0.45814 -0.443
O 1.52978 -0.08303 -0.94312 -0.182
C 0.14127 -0.46846 -1.09704 -0.310
C 0.12664 -1.57309 -2.17558 -0.177
N 0.29690 -2.89103 -1.50766 0.031
C -0.58554 0.78075 -1.63882 -0.090
C -2.07072 0.86310 -1.26196 -0.052
C -2.42375 1.88844 -0.19864 -0.452
F -1.57360 2.95471 -0.32139 0.110
F -3.65090 2.40808 -0.42946 0.133
C -2.26862 1.46250 1.28366 -0.409
F -2.55240 2.50896 2.07483 0.149
F -0.95051 1.18703 1.47468 0.099
S -3.24441 -0.03857 1.87993 0.768
F -2.19834 -1.01156 1.16627 -0.154
F -2.33899 -0.05263 3.18556 -0.121
F -4.27267 0.87769 2.64234 -0.105
F -4.18313 -0.02783 0.61621 -0.109
F -3.99098 -1.31288 2.40708 -0.094
P 3.07993 1.51875 0.65462 0.861
N 4.60554 1.13319 -0.01288 -0.164
O 2.38182 2.54547 -0.39113 -0.266
H 1.05803 -2.31392 1.81747 0.066
H 2.44416 -1.95241 3.00902 0.077
H 3.58538 -1.51946 0.52173 0.085
H 1.10301 0.20779 1.11631 0.092
H -0.27146 -0.84107 -0.16569 0.123
H -0.74067 -1.51996 -2.81957 0.134
H 1.01152 -1.39820 -2.81127 0.096
H -0.41779 -2.97914 -0.79669 0.090
H 1.16480 -2.93486 -0.97657 0.032
H 0.01268 1.64445 -1.37420 0.113
H -0.53411 0.71254 -2.72353 0.123
H -2.63728 1.14050 -2.14525 0.140
H -2.42265 -0.13365 -1.01711 0.112
H 4.95041 0.32200 0.48996 0.023
H 4.58717 0.91184 -1.00749 0.039
H 2.00743 3.27424 0.10999 0.057
Na 2.61061 -2.19005 -2.07383 0.711
```

HOMO-LUMO gap ... 7.1 eV
Total charge ... +1
Largest force on an atom ... 2.40 eV/A
LUMO energy ... -4.40 eV


Below is a single C6H9N molecule, with properties calculated with ωB97M-V/def2-TZVPD.

```
16
Properties=species:S:1:pos:R:3:lowdin_charge:R:1
C -1.18767 1.85001 2.55271 -0.114
C -1.09717 0.99025 1.36991 -0.087
C -1.02409 0.29243 0.38805 -0.034
C -0.79005 -0.51704 -0.81715 -0.179
C 0.63156 -0.40245 -1.32730 -0.336
C 1.70276 -1.33523 -0.85243 -0.140
N 1.06937 -1.51279 -2.15085 0.000
H -0.64209 1.42222 3.40225 0.076
H -2.23279 1.98397 2.85027 0.075
H -0.76271 2.83825 2.34248 0.076
H -1.48914 -0.22095 -1.61310 0.119
H -0.91668 -1.58838 -0.63997 0.116
H 0.89608 0.61028 -1.63357 0.140
H 1.46645 -2.17342 -0.20347 0.099
H 2.73050 -0.98500 -0.73089 0.101
H 1.64565 -1.25214 -2.93695 0.088
```

SMILES string ... CC#CC[C@H]1CN1
HOMO-LUMO gap ... 10.4 eV
Total charge ... 0
Largest force on an atom ... 0.59 eV/A
Energy relative to the best compared isomer or geometry (same formula, charge and spin) ... 66.9 kcal/mol
LUMO energy ... 1.05 eV